[1]
The following is a quantum chemistry calculation of 12 unconnected molecules or ions with the total composition C31H48Cl2FIN15O2 at a distorted geometry, from the OMol25 dataset.

CARTESIAN COORDINATES (ANGSTROEM)
C (-6.732, -2.651, 1.429)
C (-5.382, -1.956, 1.283)
Cl (-5.572, -0.264, 0.719)
C (-4.482, -2.691, 0.289)
Cl (-4.126, -4.271, 1.025)
N (-3.259, -1.942, 0.069)
C (-2.262, -2.373, -0.696)
N (-2.266, -3.525, -1.399)
C (-1.096, -3.582, -2.005)
C (-0.612, -4.693, -2.884)
O (0.312, -5.524, -2.218)
O (1.620, -5.132, -2.680)
N (-0.386, -2.502, -1.702)
F (0.853, -2.173, -2.049)
N (-1.117, -1.685, -0.869)
C (-0.687, -0.407, -0.269)
C (0.325, 0.424, -1.072)
C (-0.053, 1.913, -0.995)
I (-0.738, 2.593, -2.891)
H (-6.811, -3.178, 2.377)
H (-6.898, -3.352, 0.610)
H (-7.518, -1.901, 1.394)
H (-4.846, -1.911, 2.231)
H (-5.001, -2.853, -0.655)
H (-3.217, -1.026, 0.494)
H (-0.162, -4.293, -3.793)
H (-1.477, -5.301, -3.151)
H (2.110, -5.178, -1.845)
H (-1.610, 0.170, -0.189)
H (-0.343, -0.614, 0.746)
H (0.384, 0.106, -2.107)
H (1.320, 0.295, -0.642)
H (0.781, 2.525, -0.669)
H (-0.852, 2.062, -0.276)
C (3.289, -0.125, 2.398)
C (3.252, 0.954, 1.418)
N (3.236, 1.811, 0.655)
H (4.315, -0.307, 2.713)
H (2.695, 0.151, 3.268)
H (2.896, -1.044, 1.965)
C (1.162, 1.692, -6.939)
C (0.569, 2.993, -6.656)
N (0.118, 4.029, -6.449)
H (0.607, 0.905, -6.431)
H (1.140, 1.495, -8.009)
H (2.196, 1.683, -6.597)
C (0.906, 5.092, 1.964)
C (-0.193, 4.167, 1.738)
N (-1.022, 3.397, 1.538)
H (1.850, 4.550, 1.917)
H (0.892, 5.877, 1.211)
H (0.816, 5.552, 2.946)
C (3.060, 5.267, 6.433)
C (3.188, 4.777, 5.066)
N (3.298, 4.390, 3.992)
H (3.991, 5.106, 6.972)
H (2.834, 6.332, 6.423)
H (2.257, 4.739, 6.943)
C (-2.054, -7.230, 0.429)
C (-2.519, -8.330, 1.260)
N (-2.972, -9.177, 1.886)
H (-2.863, -6.897, -0.221)
H (-1.777, -6.399, 1.079)
H (-1.192, -7.506, -0.176)
C (-3.785, -6.534, 4.263)
C (-4.262, -5.211, 3.873)
N (-4.596, -4.165, 3.536)
H (-3.023, -6.855, 3.557)
H (-3.358, -6.504, 5.263)
H (-4.597, -7.258, 4.239)
C (-6.121, -1.265, 5.477)
C (-7.044, -0.898, 4.411)
N (-7.784, -0.636, 3.573)
H (-6.474, -2.164, 5.979)
H (-5.131, -1.462, 5.070)
H (-6.052, -0.455, 6.202)
C (1.985, -3.168, -7.732)
C (1.695, -1.880, -8.352)
N (1.470, -0.867, -8.840)
H (3.053, -3.255, -7.541)
H (1.448, -3.255, -6.789)
H (1.677, -3.976, -8.393)
C (6.188, -0.507, -0.477)
C (5.988, -1.711, 0.316)
N (5.826, -2.666, 0.932)
H (6.154, -0.745, -1.539)
H (5.386, 0.198, -0.256)
H (7.144, -0.038, -0.253)
C (2.760, 7.652, -1.664)
C (2.254, 7.884, -0.318)
N (1.864, 8.052, 0.749)
H (3.595, 6.956, -1.623)
H (1.978, 7.240, -2.300)
H (3.116, 8.587, -2.093)
C (5.668, 9.453, 0.528)
C (5.907, 9.025, -0.845)
N (6.076, 8.683, -1.927)
H (6.562, 9.292, 1.127)
H (5.414, 10.512, 0.546)
H (4.842, 8.886, 0.957)

As for the charge: +1. For the orbital gap, the calculation gives 8.6 eV. As for the strongest force on any atom: 1.574 eV/Å.

Atomic partial charges in e from the Mulliken method, atoms 1 to 99: atom 1 (C): -1.517, atom 2 (C): 0.315, atom 3 (Cl): -0.174, atom 4 (C): -0.488, atom 5 (Cl): -0.103, atom 6 (N): -0.019, atom 7 (C): 0.243, atom 8 (N): -0.471, atom 9 (C): 0.744, atom 10 (C): -0.805, atom 11 (O): -0.137, atom 12 (O): -0.380, atom 13 (N): 0.230, atom 14 (F): -0.230, atom 15 (N): 0.188, atom 16 (C): -0.348, atom 17 (C): -0.518, atom 18 (C): -1.038, atom 19 (I): 0.028, atom 20 (H): 0.263, atom 21 (H): 0.393, atom 22 (H): 0.501, atom 23 (H): 0.361, atom 24 (H): 0.468, atom 25 (H): 0.235, atom 26 (H): 0.294, atom 27 (H): 0.314, atom 28 (H): 0.334, atom 29 (H): 0.361, atom 30 (H): 0.245, atom 31 (H): 0.535, atom 32 (H): 0.158, atom 33 (H): 0.373, atom 34 (H): 0.462, atom 35 (C): -0.919, atom 36 (C): 0.529, atom 37 (N): -0.506, atom 38 (H): 0.350, atom 39 (H): 0.335, atom 40 (H): 0.287, atom 41 (C): -0.648, atom 42 (C): 0.234, atom 43 (N): -0.373, atom 44 (H): 0.217, atom 45 (H): 0.313, atom 46 (H): 0.276, atom 47 (C): -0.509, atom 48 (C): 0.412, atom 49 (N): -0.534, atom 50 (H): 0.231, atom 51 (H): 0.047, atom 52 (H): 0.311, atom 53 (C): -0.839, atom 54 (C): 0.399, atom 55 (N): -0.399, atom 56 (H): 0.301, atom 57 (H): 0.280, atom 58 (H): 0.271, atom 59 (C): -0.467, atom 60 (C): 0.097, atom 61 (N): -0.381, atom 62 (H): 0.232, atom 63 (H): 0.250, atom 64 (H): 0.327, atom 65 (C): -0.733, atom 66 (C): 0.489, atom 67 (N): -0.447, atom 68 (H): 0.097, atom 69 (H): 0.315, atom 70 (H): 0.288, atom 71 (C): -0.815, atom 72 (C): 0.431, atom 73 (N): -0.410, atom 74 (H): 0.261, atom 75 (H): 0.237, atom 76 (H): 0.338, atom 77 (C): -0.551, atom 78 (C): 0.334, atom 79 (N): -0.366, atom 80 (H): 0.274, atom 81 (H): 0.030, atom 82 (H): 0.284, atom 83 (C): -0.590, atom 84 (C): 0.339, atom 85 (N): -0.405, atom 86 (H): 0.274, atom 87 (H): 0.091, atom 88 (H): 0.274, atom 89 (C): -0.927, atom 90 (C): 0.513, atom 91 (N): -0.528, atom 92 (H): 0.287, atom 93 (H): 0.348, atom 94 (H): 0.327, atom 95 (C): -0.725, atom 96 (C): 0.367, atom 97 (N): -0.408, atom 98 (H): 0.293, atom 99 (H): 0.259

=====

[2]
The following is a quantum chemistry calculation of a single C9H16N2O3S molecule at a distorted geometry, from the OMol25 dataset.

CARTESIAN COORDINATES (ANGSTROEM)
C (2.180, -0.257, -0.581)
C (1.106, -1.065, -0.608)
C (2.251, 1.038, 0.040)
C (0.001, -0.769, 0.333)
C (-0.065, 1.584, -0.165)
C (1.289, -3.432, -0.333)
C (-2.918, 1.495, -0.492)
C (1.148, -2.370, -1.395)
C (-2.160, 0.325, 0.169)
N (2.790, 1.755, 0.800)
N (-0.758, 0.387, -0.377)
O (-1.472, 2.567, 1.952)
O (0.468, 1.116, 2.499)
O (0.710, 3.314, 1.504)
S (-0.152, 2.036, 1.553)
H (3.016, -0.519, -1.198)
H (-0.602, -1.612, 0.518)
H (0.293, -0.404, 1.298)
H (-0.048, 2.252, -0.954)
H (0.490, -3.203, 0.442)
H (2.157, -3.287, 0.385)
H (1.196, -4.470, -0.735)
H (-3.973, 1.607, -0.191)
H (-2.279, 2.354, -0.415)
H (-2.851, 1.178, -1.562)
H (0.220, -2.504, -1.960)
H (2.063, -2.278, -1.961)
H (-2.683, -0.559, -0.105)
H (-2.201, 0.683, 1.261)
H (1.642, 2.952, 1.691)
H (-0.860, 0.089, -1.417)

As for the charge: 0. For the orbital gap, the calculation gives 7.7 eV. As for the SMILES: CC/C(=C/C#N)C[N@H+](C=[S@@](=O)([O-])O)CC. As for the strongest force on any atom: 4.391 eV/Å. The energy above the lowest of the compared OMol25 structures with the same formula, charge and spin is 84.77 kcal/mol.

Need the Mulliken charges? In units of e they are: atom 1 (C): -0.563, atom 2 (C): 0.761, atom 3 (C): 0.549, atom 4 (C): -0.898, atom 5 (C): -1.252, atom 6 (C): -1.042, atom 7 (C): -1.120, atom 8 (C): -0.589, atom 9 (C): -0.634, atom 10 (N): -0.828, atom 11 (N): -0.176, atom 12 (O): -0.724, atom 13 (O): -0.677, atom 14 (O): -0.486, atom 15 (S): 1.177, atom 16 (H): 0.386, atom 17 (H): 0.552, atom 18 (H): 0.581, atom 19 (H): 0.596, atom 20 (H): 0.297, atom 21 (H): 0.316, atom 22 (H): 0.351, atom 23 (H): 0.357, atom 24 (H): 0.322, atom 25 (H): 0.327, atom 26 (H): 0.237, atom 27 (H): 0.347, atom 28 (H): 0.591, atom 29 (H): 0.294, atom 30 (H): 0.442, atom 31 (H): 0.506

=====

[3]
The following is a quantum chemistry calculation of a molecular structure, Cl2HO2P at a distorted geometry, from the OMol25 dataset.

CARTESIAN COORDINATES (ANGSTROEM)
O (-2.267, -1.032, -0.043)
O (1.428, 1.963, -0.006)
P (1.609, 0.652, 0.584)
Cl (-0.634, -0.925, 0.420)
Cl (2.439, -0.539, -0.861)
H (-2.577, -0.119, -0.094)

As for the charge: 0. For the orbital gap, the calculation gives 9.1 eV. As for the strongest force on any atom: 1.096 eV/Å. The energy above the lowest of the compared OMol25 structures with the same formula, charge and spin is 2.67 kcal/mol.

Need the Mulliken charges? In units of e they are: atom 1 (O): -0.419, atom 2 (O): -0.387, atom 3 (P): 0.522, atom 4 (Cl): 0.101, atom 5 (Cl): -0.175, atom 6 (H): 0.358

=====

[4]
The following is a quantum chemistry calculation of a gas-phase ion, C3H8N3S (charge +1) at a distorted geometry, from the OMol25 dataset.

CARTESIAN COORDINATES (ANGSTROEM)
C (-1.776, -0.742, 0.181)
C (-1.935, 0.633, -0.460)
C (0.570, -1.073, 0.344)
N (-0.797, -1.449, 0.420)
N (0.811, 0.171, -0.352)
N (2.010, 0.820, -0.058)
S (-0.613, 1.597, 0.384)
H (-2.684, -1.259, 0.226)
H (-1.562, 0.523, -1.569)
H (-2.820, 1.158, -0.237)
H (0.898, -1.046, 1.415)
H (1.126, -1.993, -0.106)
H (1.976, 1.789, -0.565)
H (2.727, 0.199, -0.605)
H (2.068, 0.673, 0.983)

The expectation value of S² is 2.0084. As for the charge: +1. For the orbital gap (spin up / spin down), the calculation gives 8.1 / 6.9 eV. As for the strongest force on any atom: 4.388 eV/Å. The energy above the lowest of the compared OMol25 structures with the same formula, charge and spin is 59.18 kcal/mol. As for the multiplicity: 3.

Need the Mulliken charges? In units of e they are: atom 1 (C): -0.080, atom 2 (C): -0.431, atom 3 (C): -0.505, atom 4 (N): -0.410, atom 5 (N): -0.481, atom 6 (N): -0.212, atom 7 (S): 0.069, atom 8 (H): 0.452, atom 9 (H): 0.309, atom 10 (H): 0.382, atom 11 (H): 0.417, atom 12 (H): 0.336, atom 13 (H): 0.378, atom 14 (H): 0.391, atom 15 (H): 0.385

=====

Q: Which value of charge does entry 1 give?
A: +1